# 1
The following is a quantum chemistry calculation of a 12-piece molecular cluster, C34H97N5O19 overall, from the OMol25 dataset.

Geometry as XYZ:
```
155
Properties=species:S:1:pos:R:3:forces:R:3
C 2.1001 1.9607 2.8072 0.6 -1.0 -0.7
O 2.9902 2.3455 3.8206 0.1 0.1 -0.8
C 3.7777 3.3767 3.2447 -0.5 0.3 1.3
C 4.8142 3.7966 4.2085 -0.4 -0.1 2.0
C 5.6293 2.5493 4.6171 1.7 1.3 -1.5
N 4.3629 4.5059 5.4998 0.0 -0.7 -1.3
H 2.6567 1.3905 1.9956 -0.7 0.9 0.7
H 1.5783 2.8372 2.4523 -0.1 0.3 -0.7
H 1.3709 1.2966 3.1978 -0.7 -0.7 0.5
H 4.3070 3.1092 2.3433 -0.1 -0.7 -0.4
H 3.1439 4.2147 2.9974 -0.4 0.4 -0.2
H 5.3449 4.5363 3.6356 1.0 0.3 0.1
H 6.5150 2.9654 5.1199 -0.3 -0.7 0.4
H 6.0411 2.0039 3.7170 -0.6 0.6 0.7
H 5.0522 1.8452 5.1862 -0.2 -0.1 0.5
H 3.5346 5.0834 5.3427 0.3 -0.1 -0.3
H 4.0523 3.8189 6.1783 0.1 -0.2 -0.1
C 3.7723 -4.3586 -0.2313 1.0 0.8 -1.2
O 2.4117 -4.4451 -0.3594 -0.9 0.2 0.6
C 1.9238 -5.2537 -1.3631 0.6 -0.6 -2.3
C 0.4370 -5.2541 -1.1874 -1.2 -0.7 0.9
C -0.2998 -6.2253 -2.1126 0.1 0.9 -0.6
N -0.1536 -3.9249 -1.2753 -0.3 -0.2 -0.2
H 4.2256 -5.3480 -0.2201 0.4 0.0 0.2
H 3.9401 -3.7617 0.6366 0.4 -0.1 1.0
H 4.2199 -3.7363 -1.0487 -0.2 -0.7 0.1
H 2.2543 -4.8160 -2.3804 -0.6 -0.7 1.1
H 2.2729 -6.3350 -1.3426 0.1 1.1 0.3
H 0.3009 -5.6764 -0.1474 -0.1 0.7 -0.7
H -1.3949 -6.1025 -2.0195 0.6 -0.2 0.2
H 0.0157 -7.2494 -1.9421 -0.1 -0.2 0.0
H -0.0553 -5.9449 -3.1470 -0.1 -0.2 0.0
H 0.1378 -3.4675 -2.1326 0.0 0.0 -0.3
H 0.1564 -3.3189 -0.5309 0.2 0.0 0.3
C -7.5892 -2.1579 -0.1335 0.4 1.8 -1.4
O -6.4680 -2.3142 -0.9968 -0.6 -0.3 -0.6
C -5.3095 -2.7821 -0.3372 -1.1 0.6 0.6
C -4.1967 -2.9228 -1.3590 0.8 -0.3 0.4
C -4.3677 -4.2404 -2.2174 1.3 1.1 2.6
N -2.9973 -2.9130 -0.5131 1.5 -1.2 -0.4
H -8.5404 -2.0420 -0.6871 0.8 0.1 -0.2
H -7.4320 -1.2387 0.4693 -0.2 -0.7 0.2
H -7.6692 -3.0565 0.3726 -0.4 -1.5 1.9
H -5.1566 -2.1034 0.5399 0.8 0.1 -0.8
H -5.4230 -3.7519 0.1979 -0.4 0.0 -0.6
H -4.1056 -2.0154 -1.9815 -0.4 -0.4 0.1
H -3.4710 -4.5379 -2.7644 -0.2 0.3 -0.2
H -5.2241 -4.0743 -2.7681 -1.6 0.0 -1.8
H -4.6117 -5.0280 -1.5053 0.1 -0.2 0.0
H -3.0506 -3.6879 0.1530 -0.3 0.1 0.1
H -2.1747 -3.2601 -1.0539 -0.3 0.6 0.3
C -4.8612 0.9516 -0.8466 1.1 1.2 -0.3
O -4.5892 0.6861 -2.1985 0.0 -0.1 -0.8
C -5.7214 0.7726 -3.0621 0.6 -1.2 -0.1
C -5.2450 0.3506 -4.4895 -1.0 0.7 0.1
C -6.4595 0.1586 -5.4488 0.9 -0.8 0.8
N -4.4195 -0.8633 -4.4967 -0.4 0.3 0.1
H -5.7743 0.5052 -0.5703 -1.3 -0.7 0.5
H -4.9757 2.0620 -0.7061 0.3 -0.8 0.2
H -4.0337 0.5007 -0.2682 -0.4 0.6 -0.1
H -6.4877 0.0809 -2.7014 -0.1 -0.2 0.1
H -6.1515 1.7656 -3.0360 0.0 0.5 -0.2
H -4.7523 1.2857 -4.8423 0.5 -1.0 -0.1
H -6.1342 0.1317 -6.4834 0.1 0.1 -0.1
H -7.1011 0.9983 -5.2987 -0.7 0.5 -0.1
H -7.0192 -0.7866 -5.2673 0.3 0.6 0.2
H -5.0887 -1.6478 -4.3819 0.9 0.5 0.2
H -3.7437 -0.8327 -3.7197 -0.7 -0.2 -0.5
C 2.2198 -4.8392 2.6055 1.2 -0.8 0.5
O 2.4126 -3.4483 2.5713 -0.3 1.1 0.4
C 2.6755 -2.7713 3.8316 -0.9 -1.5 0.5
C 2.9937 -1.3353 3.6081 1.4 0.7 0.0
C 4.5256 -1.1624 3.4332 -1.0 1.0 -2.1
N 2.5517 -0.6203 4.7999 2.3 -0.2 0.1
H 1.5106 -5.1790 3.3369 -0.6 0.2 0.7
H 3.1844 -5.3399 2.8921 -0.6 0.2 -0.5
H 1.8454 -5.1876 1.6391 0.4 0.3 0.1
H 1.8233 -2.7953 4.5514 0.0 -0.4 -0.9
H 3.4836 -3.2618 4.3808 0.2 -0.2 -0.2
H 2.4107 -1.0009 2.7479 0.3 0.1 -0.4
H 4.8159 -0.1383 3.1216 -0.3 -0.2 0.7
H 4.9044 -1.7342 2.5833 -0.2 -0.5 0.1
H 5.0260 -1.4713 4.3098 0.6 -0.2 1.1
H 1.5888 -0.6456 4.7293 -2.6 0.3 0.3
H 2.8484 0.3473 4.7727 0.1 0.1 0.0
O -1.5565 4.2957 2.3120 0.8 -0.7 -1.2
C -0.6407 5.1326 2.9846 0.8 -1.0 0.0
C 0.4505 5.6803 2.0965 -0.2 -0.5 -1.9
O 0.1147 6.6109 1.0146 0.7 -0.5 1.5
H -0.9374 3.7375 1.7826 -1.1 0.2 0.1
H -1.2369 5.8280 3.4808 -0.7 1.6 0.9
H -0.1151 4.5085 3.7345 0.0 0.4 0.0
H 0.9610 4.7589 1.6750 -0.3 1.0 0.1
H 1.1857 6.2029 2.6726 0.4 0.3 0.5
H -0.6702 6.3707 0.5286 -0.5 -0.6 -0.1
O 1.9079 3.4077 -1.6128 -1.5 0.6 0.0
C 2.2534 4.8083 -1.5432 -0.2 -0.2 -0.4
C 3.5627 4.9014 -0.8265 -0.1 1.8 0.8
O 3.4953 4.3807 0.5001 0.7 -1.7 -1.4
H 0.9190 3.4063 -1.5208 0.9 -0.4 0.2
H 2.3070 5.2177 -2.5745 0.1 -0.1 0.5
H 1.4811 5.3634 -0.9866 0.2 -0.3 -0.1
H 3.8189 5.9714 -0.7422 -0.1 -0.3 -0.1
H 4.3700 4.4471 -1.3691 0.4 -0.5 -0.5
H 3.7741 3.4344 0.3070 -0.5 1.2 1.0
O -2.6123 -0.7541 1.1724 0.9 0.5 0.6
C -2.7714 -0.9703 2.5645 -1.3 -0.6 0.9
C -1.6275 -1.7509 3.3381 -0.8 1.7 -1.8
O -0.3805 -1.0082 3.1978 -1.8 -0.8 1.8
H -2.7196 -1.5730 0.6358 0.0 -0.3 -0.2
H -2.9266 0.0456 3.0261 0.3 -1.0 -0.4
H -3.7600 -1.5499 2.6969 1.3 0.7 0.2
H -1.5844 -2.7701 2.9542 0.5 -0.1 -0.3
H -1.9731 -1.8667 4.3484 0.3 0.4 0.8
H -0.0499 -1.3816 2.3984 0.9 -0.2 -1.5
O -2.6185 5.3067 -0.5924 0.3 0.1 1.0
C -2.4983 4.2044 -1.5190 1.7 0.5 2.2
C -1.9260 3.0531 -0.7380 -1.5 -1.1 -0.2
O -0.6071 3.3158 -0.2587 -0.4 0.2 -0.8
H -2.4619 5.0321 0.3662 -0.3 0.1 -1.8
H -3.4492 4.0461 -1.9405 -1.1 -0.7 -0.6
H -1.7712 4.4261 -2.2590 0.5 0.8 -1.1
H -2.0562 2.0354 -1.2112 0.6 1.1 0.1
H -2.6103 3.0409 0.0945 -0.2 -0.5 0.9
H -0.3725 2.4588 0.1189 0.5 -0.7 0.1
O 2.9306 1.3349 -3.0066 1.8 1.0 2.2
C 4.2991 1.1164 -2.4033 -1.9 -0.6 -1.8
C 4.3620 0.5536 -1.0336 -2.7 0.6 0.9
O 3.8838 1.4986 -0.0250 1.9 -0.7 -0.3
H 2.6159 2.1901 -2.5694 0.0 -1.0 -0.7
H 4.6589 0.2894 -3.0146 0.6 0.4 -0.4
H 4.8933 2.0262 -2.4673 0.0 0.0 -0.3
H 5.3742 0.3352 -0.8439 1.3 -0.2 0.6
H 3.7668 -0.3806 -0.9418 0.4 0.5 -0.2
H 2.9482 1.5760 -0.0955 -1.3 0.1 -0.3
O 1.8916 0.3372 -5.3620 -1.6 -0.6 0.6
C 0.5347 0.1910 -4.8094 0.7 1.2 -2.2
C 0.0785 -1.2091 -4.8399 -1.0 -1.6 2.3
O 0.7565 -2.0678 -3.8501 -1.3 0.6 -0.4
H 2.4014 0.7850 -4.6823 0.3 0.2 0.4
H 0.4067 0.6308 -3.8287 0.4 0.0 0.4
H -0.1465 0.7485 -5.5005 0.4 -0.3 0.5
H 0.1830 -1.7151 -5.7808 -0.1 0.2 -0.7
H -0.9797 -1.2221 -4.4735 0.6 0.0 -0.7
H 1.6573 -1.8214 -3.9479 1.5 0.1 0.0
O -0.3927 0.6791 0.2615 -0.2 -0.7 0.3
C 0.3796 -0.1291 -0.6322 -0.9 0.1 -0.8
C 1.3774 -0.9813 0.0878 -0.8 -1.5 -0.5
O 0.6367 -2.0089 0.7942 0.6 0.6 0.0
H -1.0782 0.1422 0.7531 0.4 0.2 -0.6
H -0.2613 -0.7439 -1.3661 0.7 0.7 1.3
H 0.9226 0.5838 -1.2532 0.1 0.0 -0.2
H 1.9639 -0.4138 0.7683 0.4 0.7 0.8
H 2.0811 -1.4288 -0.6307 -0.4 -0.2 0.0
H 1.2747 -2.5278 1.3135 0.2 -0.3 0.1
```
Positions in Å, forces in eV/Å.

Computed properties:
energy above the lowest of the compared OMol25 structures with the same formula, charge and spin: 20.14 kcal per mole
charge: 0
LUMO: 0.429 eV
spin multiplicity: 1
SMILES: COC[C@H](C)N.COC[C@H](C)N.COC[C@H](C)N.COC[C@H](C)N.COC[C@H](C)N.OCCO.OCCO.OCCO.OCCO.OCCO.OCCO.OCCO


# 2
The following is a quantum chemistry calculation of one molecule with the formula C4H10SSi, from the OMol25 dataset.

Geometry as XYZ:
```
16
Properties=species:S:1:pos:R:3:forces:R:3
C -1.2780 1.5431 -0.3685 0.6 1.8 0.8
Si -0.0927 0.0821 -0.1876 -0.7 -1.2 1.7
C -0.2224 -1.5971 -1.1111 -1.6 -0.7 0.5
C -0.0118 -0.4353 1.7128 0.1 -0.1 -0.9
C 1.6891 0.6590 -0.4978 0.8 0.5 -0.9
S 2.8453 0.3078 0.5873 0.2 0.4 -0.9
H -2.3577 1.5187 -0.1072 0.6 -0.6 -0.6
H -0.9142 2.2537 0.4697 -0.2 -0.9 -1.2
H -1.0970 2.1220 -1.3140 -0.4 -0.6 0.7
H -0.9644 -2.3695 -0.6738 1.2 1.4 0.0
H -0.4389 -1.7388 -2.1661 0.2 0.7 -0.3
H 0.7843 -1.9435 -0.9345 0.4 -0.6 0.1
H -0.6987 0.2664 2.2685 0.9 -0.9 -0.2
H -0.3604 -1.5217 1.7878 0.5 1.5 0.2
H 1.1079 -0.3323 1.9937 -2.2 -0.3 0.0
H 2.0097 1.1853 -1.4592 -0.4 -0.6 1.2
```
Positions in Å, forces in eV/Å.

Computed properties:
energy above the lowest of the compared OMol25 structures with the same formula, charge and spin: 27.56 kcal per mole
charge: 0
LUMO: -0.561 eV
spin multiplicity: 1
SMILES: C[Si](C)(C)C=S


# 3
The following is a quantum chemistry calculation of a 2-piece molecular cluster, C12H20B2F3N2O4PS3 overall, from the OMol25 dataset.

Geometry as XYZ:
```
47
Properties=species:S:1:pos:R:3:forces:R:3
O -3.2295 -2.3176 2.0320 0.4 0.2 0.0
B -1.9442 -2.6855 2.3329 -0.1 0.0 -0.5
O -1.1969 -1.9373 3.2148 -0.1 -0.8 0.5
C -1.2966 -3.9849 1.6461 0.4 0.4 0.1
B 0.1887 -4.0117 2.0798 -0.2 -0.1 -0.2
C 1.4295 -3.5354 1.2610 -0.1 -0.6 -0.3
C 1.3845 -3.8307 -0.2529 0.3 0.0 0.3
C 2.4068 -2.9970 -1.0214 -0.4 -0.7 0.2
S 1.8734 -1.3772 -1.6714 0.2 0.4 -0.2
C 0.5407 -0.8180 -0.6180 0.1 -0.4 0.3
S -0.9537 -1.3917 -0.7200 -0.2 -0.1 0.1
N 0.8658 0.2462 0.2569 -0.1 -0.2 -0.4
C 1.1985 1.4890 -0.2069 0.6 0.9 0.8
C 1.4695 2.2320 0.9099 -0.1 -0.4 -0.5
N 1.3193 1.4648 2.0296 0.0 -0.1 0.6
C 0.9566 0.2778 1.6316 0.0 0.4 -0.4
P 0.5715 -4.7386 3.8622 0.9 0.6 0.4
S 2.3890 -4.4073 4.5280 0.0 -0.1 -0.1
H -3.4057 -2.5487 1.1154 -0.5 -0.2 0.1
H -1.6689 -1.7349 4.0302 0.0 0.6 -0.1
H -1.8647 -4.8277 2.0505 -0.1 0.0 0.0
H -1.4507 -3.9392 0.5681 -0.1 -0.1 -0.1
H 2.2850 -4.0862 1.6636 0.2 0.3 0.2
H 1.6657 -2.4850 1.4475 -0.1 0.1 0.2
H 0.3884 -3.7645 -0.6814 -0.1 0.2 -0.1
H 1.6912 -4.8715 -0.3718 -0.1 -0.1 -0.1
H 3.2913 -2.8922 -0.3970 0.1 0.3 0.0
H 2.7040 -3.5522 -1.9085 0.0 0.2 -0.2
H 1.2437 1.7934 -1.2288 0.0 -0.4 -0.2
H 1.7737 3.2629 0.9313 0.0 0.1 0.2
H 0.7595 -0.5849 2.2413 -0.1 0.0 0.1
H 0.2051 -6.1009 3.8926 -0.3 0.1 -0.1
H -0.3686 -4.1124 4.7039 -0.3 -0.4 -0.1
C -1.5831 6.9344 -1.7719 0.1 -0.2 0.1
C -1.6228 6.4510 -3.2046 -0.2 0.4 0.1
O -0.7108 5.3519 -3.4113 0.1 -0.1 -0.1
C -1.1459 4.1601 -3.0380 -0.1 0.2 0.0
O -2.2039 3.8963 -2.5527 0.0 -0.1 0.0
C -0.0777 3.0996 -3.3615 0.1 -0.2 0.0
F 1.1443 3.5018 -2.9899 0.0 0.0 0.0
F -0.0449 2.8551 -4.6754 -0.1 0.0 0.0
F -0.3474 1.9574 -2.7299 -0.1 0.1 -0.2
H -0.5637 7.1949 -1.4864 0.0 0.1 0.0
H -2.2162 7.8131 -1.6556 0.0 0.0 0.0
H -1.9330 6.1630 -1.0870 -0.1 0.0 0.0
H -1.2890 7.2321 -3.8838 0.1 -0.1 0.0
H -2.6278 6.1562 -3.5030 0.0 -0.2 0.0
```
Positions in Å, forces in eV/Å.

Computed properties:
charge: 0
LUMO: -1.269 eV
spin multiplicity: 1
SMILES: OB(O)CB(CCCSC(=S)n1ccnc1)[PH2]=S.CCOC(=O)C(F)(F)F


# 4
The following is a quantum chemistry calculation of a 10-piece molecular cluster, C23H39N7O3 overall, from the OMol25 dataset.

Geometry as XYZ:
```
72
Properties=species:S:1:pos:R:3:forces:R:3
C -0.2091 -1.6274 0.6813 -0.6 -0.1 0.2
C 0.4477 -0.3222 1.0044 -0.4 0.0 0.0
C 0.5041 0.6252 -0.1766 -0.4 0.4 0.7
O 0.8333 -0.0240 2.1141 0.1 0.0 -0.1
H 0.0019 -2.4152 1.3980 0.4 0.0 -0.1
H 0.0212 -1.9152 -0.3395 0.0 -0.2 0.1
H -1.2987 -1.4897 0.7375 0.1 0.2 -0.2
H -0.5075 0.6814 -0.5864 0.2 -0.4 -0.4
H 1.2176 0.2042 -0.8850 -0.1 0.2 -0.3
H 0.7182 1.6485 0.1370 0.5 -0.2 0.0
C -5.3595 3.1888 1.3167 -0.3 -0.5 -0.3
C -4.2017 2.2384 1.0859 0.5 0.8 0.5
C -3.4849 2.3146 -0.2455 -0.4 -0.6 -0.1
O -3.7766 1.5586 1.9910 -0.1 -0.3 -0.2
H -5.2153 4.1257 0.7818 0.0 0.1 0.1
H -5.4865 3.3313 2.3852 0.1 0.2 0.0
H -6.2848 2.7417 0.9342 0.1 0.0 0.0
H -3.1058 3.3217 -0.4110 0.0 0.0 0.0
H -4.1762 2.0666 -1.0588 0.0 0.2 0.0
H -2.6906 1.5730 -0.2747 0.1 0.1 0.1
C 1.1920 1.1349 -4.4538 -0.2 0.4 -0.3
C 0.5006 -0.1518 -4.8228 0.4 -0.1 0.0
C 1.2768 -1.4422 -4.6907 -0.3 -0.2 -0.3
O -0.6455 -0.1498 -5.1905 -0.5 0.0 -0.2
H 0.5399 1.9782 -4.6810 -0.2 -0.1 0.2
H 2.0941 1.3057 -5.0452 0.2 -0.3 0.3
H 1.4018 1.1192 -3.3838 0.2 0.0 0.0
H 1.1709 -1.8389 -3.6778 0.2 0.1 0.1
H 2.3294 -1.3349 -4.9470 0.0 0.1 0.2
H 0.8246 -2.1719 -5.3629 0.0 0.0 0.0
C -1.0735 -3.8550 -2.2013 -0.3 0.0 0.5
C -2.0641 -3.9462 -1.1203 0.6 0.1 -0.6
N -2.8468 -4.0197 -0.2905 -0.4 0.0 0.4
H -0.9286 -4.8532 -2.6070 0.1 0.1 -0.2
H -0.1312 -3.4808 -1.8025 0.0 -0.1 0.0
H -1.4434 -3.1625 -2.9541 0.0 -0.1 -0.1
C 3.4197 1.2502 3.1977 0.2 -0.4 -0.5
C 2.3701 1.3632 4.1922 0.1 0.1 0.1
N 1.5371 1.4108 4.9788 0.0 0.0 0.1
H 4.1721 0.5228 3.5048 -0.1 0.0 0.2
H 3.9352 2.1828 2.9877 -0.2 0.2 0.1
H 2.9648 0.8659 2.2820 0.0 0.1 0.1
C 0.4756 -2.0893 4.8088 -0.5 0.0 0.1
C 1.3152 -2.7230 3.8147 0.3 -0.1 -0.5
N 1.9690 -3.1691 2.9802 -0.1 0.0 0.4
H 1.0762 -1.4952 5.4925 0.0 0.0 0.0
H -0.1025 -2.8293 5.3616 0.2 -0.1 0.0
H -0.2373 -1.4389 4.3010 0.2 0.1 0.0
C -3.6899 0.6629 -4.0798 -0.6 0.6 -0.2
C -2.8665 0.0344 -3.0802 0.5 -0.5 0.5
N -2.2361 -0.4597 -2.2544 -0.1 0.2 -0.3
H -4.3255 1.3986 -3.5772 0.0 0.0 -0.1
H -4.3415 -0.0497 -4.5796 0.1 -0.2 0.1
H -3.0989 1.1729 -4.8355 0.2 -0.1 0.0
C 4.2770 -2.4888 0.6542 -0.7 -0.9 -0.2
C 3.1440 -2.8328 -0.2034 -0.5 0.0 -0.5
N 2.2408 -3.0993 -0.8686 0.5 0.2 0.2
H 5.1185 -3.0883 0.3141 0.3 0.3 0.0
H 3.9802 -2.8425 1.6431 0.2 0.3 0.1
H 4.4500 -1.4215 0.5945 0.3 0.0 0.1
C -1.6803 1.2865 4.8183 0.4 -0.7 0.5
C -2.2914 2.5811 4.9829 0.1 -0.2 -0.4
N -2.7754 3.6074 5.1134 -0.3 0.7 0.1
H -0.9828 1.1279 5.6425 0.0 0.0 0.0
H -1.0974 1.1866 3.9071 -0.1 0.2 -0.2
H -2.4334 0.5006 4.8588 -0.1 0.1 -0.1
C 3.9893 2.3258 -1.9386 0.2 0.2 -0.2
C 4.7795 1.3010 -1.2673 -0.3 0.1 0.1
N 5.4051 0.4988 -0.7393 0.1 -0.1 0.1
H 4.4477 2.5158 -2.9096 -0.1 0.1 0.0
H 3.9893 3.2551 -1.3717 0.1 -0.1 0.1
H 2.9584 2.0194 -2.0841 0.0 -0.2 0.0
```
Positions in Å, forces in eV/Å.

Computed properties:
energy above the lowest of the compared OMol25 structures with the same formula, charge and spin: 0.11 kcal per mole
charge: 0
LUMO: 0.200 eV
spin multiplicity: 1
SMILES: CC(C)=O.CC(C)=O.CC(C)=O.CC#N.CC#N.CC#N.CC#N.CC#N.CC#N.CC#N


# 5
The following is a quantum chemistry calculation of C4H5NS as an isolated structure, from the OMol25 dataset.

Geometry as XYZ:
```
11
Properties=species:S:1:pos:R:3:forces:R:3
C -0.1384 1.1530 -0.1062 0.4 3.6 0.2
C -0.0272 -0.3447 -0.2880 -0.6 2.9 0.8
C 1.3320 -0.6809 -0.2766 2.9 -1.4 0.2
C 2.5147 -0.8105 -0.0296 3.0 -0.2 2.5
H 0.9402 1.5069 0.7221 -3.8 -0.8 -2.9
H -1.2736 1.6268 0.3335 3.8 -1.7 -1.3
H -0.0031 1.5803 -1.2859 -0.1 -0.7 3.5
H -3.4462 -1.5637 0.7300 2.4 2.2 -2.0
H 3.6761 -0.8875 0.6007 -4.4 0.2 -2.8
N -0.9761 -1.1534 -0.3060 -2.8 -1.5 0.4
S -2.5985 -0.4264 -0.0941 -0.8 -2.7 1.4
```
Positions in Å, forces in eV/Å.

Computed properties:
energy above the lowest of the compared OMol25 structures with the same formula, charge and spin: 152.27 kcal per mole
charge: 0
LUMO: 0.232 eV
spin multiplicity: 1


# 6
The following is a quantum chemistry calculation of C7H9NO as an isolated structure, from the OMol25 dataset.

Geometry as XYZ:
```
18
Properties=species:S:1:pos:R:3:forces:R:3
C -1.5110 0.0245 0.9426 -0.3 -0.1 -0.2
C 0.9835 0.2154 1.7857 -0.1 0.2 0.1
C 0.8784 -0.9041 -1.7129 0.0 -0.1 0.2
C -1.3489 -0.6451 -0.4321 -0.7 -0.5 0.2
C -0.1044 0.5616 0.8271 0.7 -1.2 -1.7
C -0.0431 -0.0668 -0.8733 0.1 0.3 1.3
C -0.0345 1.4131 -0.9990 0.3 0.3 0.7
N -0.1050 1.8705 0.1958 -0.1 0.6 -0.5
O -1.9143 -1.6243 -0.8532 0.2 0.3 0.0
H -2.2761 0.7969 0.9880 0.0 0.0 0.1
H -1.6693 -0.7263 1.7168 0.0 0.0 -0.1
H 0.0719 2.0149 -1.8951 -0.2 0.1 -0.1
H 0.7990 0.7293 2.7333 0.0 0.0 0.0
H 1.0058 -0.8576 1.9759 0.0 0.0 0.0
H 1.9495 0.5487 1.4089 0.0 -0.1 0.0
H 0.8056 -1.9521 -1.4214 0.1 0.0 0.0
H 0.6008 -0.8364 -2.7692 0.0 0.0 0.1
H 1.9121 -0.5622 -1.6179 -0.1 -0.1 0.0
```
Positions in Å, forces in eV/Å.

Computed properties:
energy above the lowest of the compared OMol25 structures with the same formula, charge and spin: 61.31 kcal per mole
charge: 0
LUMO: 0.859 eV
spin multiplicity: 1


HOMO-LUMO gap / eV: 9.589, 7.871, 6.997, 9.794, 9.215, 9.940
Max |F| / eV/Å: 3.09, 2.26, 1.32, 1.12, 5.25, 2.19
E_tot / eV: -83178.110, -23022.090, -75240.247, -41054.883, -16547.462, -10940.156